## P
H32O16 | wB97M-V/def2-TZVPD

HOMO energy   -10.2 eV
Gap between HOMO and LUMO   10.09 eV
Molar mass   288.240 g mol⁻¹
Net charge   0

Bonds (Å) are listed after each position.
Atoms and positions in Å:
1 H -2.67975 6.10608 -2.17920  O39 0.939
2 H -7.14612 7.76326 -6.58076  O28 0.944
3 H -6.86258 6.81983 -5.37894  O28 0.976
4 H -3.61438 6.14969 -3.88783  O26 0.948
5 O -7.78937 3.52018 -1.29644  H8 0.952, H44 0.972
6 O -4.07406 3.54336 -1.00653  H25 0.966, H45 0.959
7 H -5.18829 5.64116 -3.20128  O10 0.973
8 H -7.46504 3.94195 -0.50686  O5 0.952
9 H -7.79852 3.64245 -5.73321  O18 0.927
10 O -5.71273 5.20813 -2.50587  H7 0.973, H30 0.915
11 H -10.12333 4.43615 -4.60011  O36 0.955
12 H -8.05220 0.79281 -3.79149  O20 0.973
13 H -6.18236 5.18590 0.44801  O40 0.990
14 H -7.07874 6.64243 -3.03736  O17 0.936
15 H -2.87173 4.68683 -2.05811  O39 0.913
16 H -7.74311 5.10610 -5.48386  O18 0.969
17 O -7.54750 7.16699 -3.65407  H14 0.936, H47 0.954
18 O -7.43556 4.25431 -5.13884  H9 0.927, H16 0.969
19 H -5.32089 2.99561 -4.30799  O42 0.971
20 O -8.13213 1.75711 -3.89012  H12 0.973, H46 0.926
21 H -5.38463 1.80034 -3.34484  O42 0.914
22 H -7.10463 5.62588 1.65373  O40 0.936
23 H -5.29209 6.39244 -0.60259  O43 0.971
24 H -8.97162 3.83311 -3.75955  O36 0.963
25 H -4.64418 3.29082 -0.26910  O6 0.966
26 O -4.29601 6.21928 -4.54359  H4 0.948, H37 0.917
27 H -3.44004 7.93067 -1.89419  O32 0.966
28 O -6.84437 6.89885 -6.35203  H2 0.944, H3 0.976
29 O -4.90779 8.81737 -4.70146  H34 0.952, H35 0.955
30 H -6.21363 4.56751 -2.92600  O10 0.915
31 H -8.51852 5.13084 -1.65705  O41 0.954
32 O -4.38003 7.98604 -2.10960  H27 0.966, H38 0.993
33 H -9.76310 5.56030 -2.50618  O41 0.931
34 H -4.24987 9.33430 -5.15592  O29 0.952
35 H -4.65471 7.90666 -4.83680  O29 0.955
36 O -9.89759 4.09662 -3.73641  H11 0.955, H24 0.963
37 H -4.06114 5.49320 -5.05210  O26 0.917
38 H -4.46246 8.24099 -3.06584  O32 0.993
39 O -2.55684 5.30427 -2.65205  H1 0.939, H15 0.913
40 O -7.03736 5.04180 0.92596  H13 0.990, H22 0.936
41 O -9.23356 5.75320 -1.76538  H31 0.954, H33 0.931
42 O -5.47100 2.70861 -3.39248  H19 0.971, H21 0.914
43 O -4.78554 5.98970 0.12095  H23 0.971, H48 0.961
44 H -8.61008 3.06536 -1.04204  O5 0.972
45 H -4.71694 3.65996 -1.70787  O6 0.959
46 H -7.43968 2.36461 -3.98535  O20 0.926
47 H -8.45857 7.04182 -3.40055  O17 0.954
48 H -4.19565 5.33736 -0.26642  O43 0.961

Atom charges from the Mulliken analysis, given in e for atoms 1 to 2:
1 H 0.28
2 H 0.31

## Q
H32O16 | wB97M-V/def2-TZVPD

HOMO energy   -9.9 eV
Gap between HOMO and LUMO   8.92 eV
Molar mass   288.240 g mol⁻¹
Net charge   0

Bonds (Å) are listed after each position.
Atoms and positions in Å:
1 H -0.87049 -0.16604 -2.25185  O10 0.950
2 O -1.50128 3.44348 -0.53270  H7 0.940, H45 0.916
3 H 3.42496 -0.54159 -0.18666  O33 0.955
4 H 1.80828 1.48902 -3.21581  O26 0.940
5 H -3.77537 -0.31682 -0.90447  O47 0.963
6 O 0.88893 2.53346 -0.71599  H29 0.964, H40 0.961
7 H -2.05226 3.03283 0.10931  O2 0.940
8 H 1.96348 -0.87666 -2.18756  O22 0.959
9 H 2.53377 -2.63514 -0.60544  O46 0.960
10 O -1.05549 -0.69483 -3.01853  H1 0.950, H35 0.969
11 H -0.24210 0.61293 -0.08396  O18 0.966
12 H -1.93140 -0.50664 2.06779  O15 0.999
13 O 0.70379 -2.43359 2.78148  H36 0.985, H43 0.948
14 H 0.21903 0.61211 2.40681  O34 0.972
15 O -2.61281 -1.23603 2.11347  H12 0.999, H17 0.968
16 O -0.81259 -2.63245 0.48180  H25 0.944, H39 0.960
17 H -3.36150 -1.09436 1.51696  O15 0.968
18 O 0.22562 -0.14404 -0.46096  H11 0.966, H38 0.978
19 O -2.46689 1.51931 -2.37334  H24 0.970, H27 0.959
20 H 2.28733 0.98811 1.64661  O48 0.967
21 O -2.82468 2.00907 1.38144  H30 0.942, H44 0.958
22 O 2.10934 -1.81953 -2.09159  H8 0.959, H42 0.968
23 H 4.82089 -1.03944 -0.66935  O33 0.921
24 H -2.34592 0.98315 -1.57449  O19 0.970
25 H -0.74515 -1.79240 0.05738  O16 0.944
26 O 1.83772 0.70671 -2.69521  H4 0.940, H41 0.956
27 H -2.23163 2.39299 -2.05584  O19 0.959
28 H 2.03736 -3.76494 0.25783  O46 0.970
29 H 0.64946 2.87029 0.15517  O6 0.964
30 H -1.94560 2.00185 1.72083  O21 0.942
31 H 2.40944 -0.18487 2.42118  O48 0.940
32 H -0.92119 1.09698 3.09213  O34 0.957
33 O 4.33889 -0.32082 -0.35250  H3 0.955, H23 0.921
34 O -0.73053 0.72413 2.23131  H14 0.972, H32 0.957
35 H -0.68374 -1.57360 -2.84963  O10 0.969
36 H 0.46418 -1.95145 1.95712  O13 0.985
37 H -3.04117 0.56899 0.04573  O47 0.939
38 H 1.03548 -0.34152 0.05113  O18 0.978
39 H -1.52646 -2.45392 1.09872  O16 0.960
40 H 1.79499 2.84060 -0.80175  O6 0.961
41 H 1.29269 0.85265 -1.92352  O26 0.956
42 H 3.04127 -1.98865 -2.28986  O22 0.968
43 H 0.18137 -3.21172 2.92647  O13 0.948
44 H -3.24383 2.45693 2.11692  O21 0.958
45 H -0.68582 3.07611 -0.33400  O2 0.916
46 O 2.55378 -2.94520 0.30311  H9 0.960, H28 0.970
47 O -2.94218 -0.23595 -0.42746  H5 0.963, H37 0.939
48 O 1.92803 0.09049 1.66174  H20 0.967, H31 0.940

Atom charges from the Mulliken analysis, given in e for atoms 1 to 2:
1 H 0.26
2 O -0.79

Energies relative to the most stable structure are P 0.000; Q 1.313, reported in eV.

## P
H32O16 | wB97M-V/def2-TZVPD

HOMO energy   -10.6 eV
Gap between HOMO and LUMO   10.15 eV
Molar mass   288.240 g mol⁻¹
Net charge   0

Bonds (Å) are listed after each position.
Atoms and positions in Å:
1 O -3.27794 -0.32540 -1.26712  H17 0.963, H46 0.955
2 O 2.38061 -1.07109 -0.35771  H9 0.930, H14 1.009
3 O 1.13124 1.35501 -1.94044  H20 0.943, H22 0.950
4 H -1.91047 -3.05032 0.28351  O37 0.964
5 H 2.63898 0.38090 -2.87885  O26 0.988
6 O -1.15963 -2.12277 -2.22295  H21 0.955, H40 0.951
7 O -0.67169 2.08216 0.36386  H18 0.959, H32 0.936
8 H 1.93564 1.73601 -0.30379  O44 0.939
9 H 3.19666 -0.64528 -0.22466  O2 0.930
10 O -2.82538 0.46261 1.48248  H24 0.931, H31 0.914
11 O 1.05515 1.23251 2.61020  H33 0.934, H42 0.987
12 H 0.61034 -0.72119 -0.43061  O43 0.937
13 O -0.75034 -0.55581 2.95077  H19 1.000, H23 0.938
14 H 2.65259 -2.02007 -0.14913  O2 1.009
15 H -0.44503 0.37411 -0.05310  O43 0.954
16 O -2.75023 3.19532 -1.29295  H25 0.963, H30 0.965
17 H -3.56507 -1.19439 -1.56778  O1 0.963
18 H -0.28644 2.85013 -0.06243  O7 0.959
19 H -0.18384 0.22913 2.69911  O13 1.000
20 H 0.21196 1.33357 -2.14796  O3 0.943
21 H -0.22791 -2.23546 -2.39697  O6 0.955
22 H 1.45660 2.18144 -2.27617  O3 0.950
23 H -0.18895 -1.29425 2.80872  O13 0.938
24 H -2.30590 0.07367 2.15035  O10 0.931
25 H -2.22237 3.83210 -1.78674  O16 0.963
26 O 3.33037 -0.31762 -2.77682  H5 0.988, H27 0.979
27 H 2.80042 -0.82920 -2.13266  O26 0.979
28 O 2.77898 -0.80745 2.58617  H34 0.959, H39 0.939
29 H -2.08952 0.68319 -2.28483  O48 0.917
30 H -2.12562 2.59939 -0.86213  O16 0.965
31 H -3.65449 0.65853 1.81303  O10 0.914
32 H -0.82157 2.30057 1.26173  O7 0.936
33 H 1.34273 1.57477 1.79046  O11 0.934
34 H 2.20947 -1.30831 1.99993  O28 0.959
35 H -1.58039 -1.74193 0.82867  O37 0.963
36 H 2.63004 2.98689 0.25696  O44 0.937
37 O -2.31224 -2.36800 0.83251  H4 0.964, H35 0.963
38 O 0.89170 -2.77986 1.71947  H41 0.946, H45 0.961
39 H 3.56177 -1.29007 2.39513  O28 0.939
40 H -1.14327 -1.60286 -1.42713  O6 0.951
41 H 1.02205 -3.41649 2.40642  O38 0.946
42 H 1.68902 0.52303 2.87473  O11 0.987
43 O -0.27822 -0.55622 -0.18505  H12 0.937, H15 0.954
44 O 2.49608 2.06686 0.37341  H8 0.939, H36 0.937
45 H 0.36886 -3.24269 1.05885  O38 0.961
46 H -3.04023 -0.42891 -0.34830  O1 0.955
47 H -1.15499 0.22585 -3.33919  O48 0.953
48 O -1.41956 0.98786 -2.83102  H29 0.917, H47 0.953

Atom charges from the Mulliken analysis, given in e for atoms 1 to 2:
1 O -0.72
2 O -0.53

## Q
H32O16 | wB97M-V/def2-TZVPD

HOMO energy   -9.4 eV
Gap between HOMO and LUMO   8.84 eV
Molar mass   288.240 g mol⁻¹
Net charge   0

Bonds (Å) are listed after each position.
Atoms and positions in Å:
1 O -18.34000 9.81100 -3.21300  H3 0.958, H11 0.971
2 O -14.95100 5.54400 -1.57100  H6 0.958, H17 0.978
3 H -19.02200 10.42800 -2.94300  O1 0.958
4 H -19.77900 3.84000 -3.88700  O48 0.999
5 H -19.91400 2.84100 -2.10900  O16 0.977
6 H -15.90700 5.48200 -1.58200  O2 0.958
7 H -15.55500 9.26500 -3.26500  O32 0.995
8 H -21.21800 8.76100 -1.50800  O40 0.959
9 H -14.93200 8.04500 0.57700  O28 0.971
10 O -17.63300 8.56500 -0.44300  H25 0.917, H27 0.959
11 H -18.81200 8.96300 -3.18700  O1 0.971
12 O -18.51800 7.89800 -5.37900  H18 0.996, H34 0.954
13 O -16.99300 3.55200 -1.78900  H42 0.927, H47 0.942
14 H -16.27800 7.60300 0.08400  O28 0.962
15 H -20.89200 5.07500 -1.33800  O37 0.929
16 O -19.72000 2.98800 -1.16300  H5 0.977, H29 0.925
17 H -15.03600 6.26900 -0.92000  O2 0.978
18 H -19.22100 8.56800 -5.60200  O12 0.996
19 H -16.02500 8.24900 -2.27200  O32 0.911
20 O -19.81100 7.25300 1.03700  H36 0.940, H43 0.965
21 H -17.04800 5.32700 0.89600  O33 0.971
22 H -19.46200 5.63200 -4.75700  O31 0.977
23 H -20.60200 7.37800 -2.04300  O40 0.944
24 H -18.08900 5.89500 -1.46300  O45 0.976
25 H -18.25900 8.48100 -1.10800  O10 0.917
26 O -16.79600 4.73900 -4.46600  H38 0.961, H39 1.007
27 H -17.41300 9.49500 -0.51900  O10 0.959
28 O -15.48300 7.25000 0.49400  H9 0.971, H14 0.962
29 H -18.97200 3.50600 -0.99500  O16 0.925
30 H -18.40800 5.95200 0.77700  O33 0.885
31 O -19.87700 5.72700 -3.87800  H22 0.977, H41 0.946
32 O -15.26100 8.68300 -2.51300  H7 0.995, H19 0.911
33 O -17.89000 5.33400 0.41200  H21 0.971, H30 0.885
34 H -18.62200 7.10400 -5.89700  O12 0.954
35 H -18.21100 6.17200 -2.99800  O45 0.929
36 H -20.53600 6.81700 1.44700  O20 0.940
37 O -21.50800 5.76800 -1.28300  H15 0.929, H46 0.954
38 H -16.02200 5.30000 -4.56600  O26 0.961
39 H -16.56700 3.89400 -4.96300  O26 1.007
40 O -20.43600 8.25500 -1.73700  H8 0.959, H23 0.944
41 H -20.53900 6.38000 -4.05300  O31 0.946
42 H -17.12200 2.63800 -1.70600  O13 0.927
43 H -20.05500 7.33200 0.10700  O20 0.965
44 H -18.96600 2.78000 -4.56700  O48 0.949
45 O -17.85000 6.48600 -2.20200  H24 0.976, H35 0.929
46 H -21.83000 5.54500 -0.41300  O37 0.954
47 H -16.80700 3.70500 -2.70000  O13 0.942
48 O -19.75400 2.85400 -4.04300  H4 0.999, H44 0.949

Atom charges from the Mulliken analysis, given in e for atoms 1 to 2:
1 O -0.55
2 O -0.72

Energies relative to the most stable structure are P 0.000; Q 0.938, reported in eV.